# 1
C24H30NO3 | ωB97M-V with the def2-TZVPD basis set

Output
- total energy (a.u.) = -1212.743173
- spin multiplicity = 1
- charge = +1
- frontier orbital gap (eV) = 7.655
- LUMO level (eV) = -3.9
- energy relative to the best compared isomer or geometry (same formula, charge and spin) (kJ/mol) = 159.4
- SMILES string = CCOC(=O)[C@@H](C=[N+]1CCOCC1)C(c1ccc(C)cc1)c1ccc(C)cc1
- HOMO level (eV) = -11.55

Each line ends with the natural charge from an NBO analysis.
Positions of all 58 atoms, in Å:
C (-3.486, 4.780, -0.916)  -0.6338
H (4.875, -0.232, -1.861)  0.2205
C (-4.269, -1.076, 2.864)  -0.0863
C (-0.907, -0.231, 1.588)  0.3724
C (-3.559, -2.861, 1.483)  -0.0852
H (-4.268, 4.649, -0.163)  0.2207
H (-0.615, 2.280, 1.679)  0.2028
C (-0.409, 1.798, -0.427)  0.0303
H (-5.132, -0.404, 2.969)  0.2285
H (-3.063, 5.784, -0.775)  0.2344
H (3.359, -1.416, 2.738)  0.2187
H (-3.944, 4.736, -1.906)  0.2249
C (-3.016, -0.243, 2.626)  -0.2561
N (-2.021, -0.904, 1.735)  -0.2806
H (-0.090, -1.326, -0.058)  0.2635
C (3.803, -0.160, -2.066)  -0.2234
H (-0.018, -0.175, -2.697)  0.2148
H (-0.723, 0.502, 2.376)  0.2488
H (3.331, 0.509, -0.078)  0.2004
C (1.944, -0.428, -3.571)  -0.2062
H (-2.035, 3.530, -2.880)  0.2249
C (1.554, 0.287, -1.287)  -0.0675
H (1.325, 1.261, 0.561)  0.2454
H (4.039, -1.265, 1.085)  0.1921
H (-3.379, -3.506, 2.364)  0.1827
C (0.155, -0.483, 0.614)  -0.4175
H (3.687, -3.823, 0.850)  0.2252
C (-2.232, -2.223, 1.081)  -0.2639
C (0.646, 0.739, -0.134)  -0.2601
C (4.299, -0.752, -4.441)  -0.6341
C (2.930, 0.223, -1.055)  -0.1384
O (-4.579, -1.896, 1.737)  -0.4949
C (3.865, -3.299, 1.792)  -0.6317
H (-0.245, 1.857, -2.591)  0.2317
H (-3.950, -3.449, 0.643)  0.2298
H (-2.546, 3.762, 1.390)  0.2183
H (4.935, -3.306, 1.996)  0.2319
H (-4.121, -1.674, 3.785)  0.1822
H (-2.217, -2.084, -0.013)  0.2334
H (-3.309, 0.719, 2.166)  0.2355
C (-2.040, 3.342, 0.516)  -0.2016
H (-2.531, -0.026, 3.592)  0.2314
O (1.534, -0.140, 2.549)  -0.6060
C (-2.424, 3.736, -0.767)  -0.0044
C (1.061, -0.125, -2.529)  -0.2095
C (3.407, -1.874, 1.746)  -0.0812
C (-0.995, 2.444, 0.672)  -0.2479
H (1.557, -0.648, -4.571)  0.2231
C (3.321, -0.454, -3.343)  0.0049
H (5.110, -0.015, -4.441)  0.2285
C (-0.759, 2.237, -1.709)  -0.2113
C (1.312, -0.823, 1.558)  0.8281
H (3.364, -3.827, 2.606)  0.2169
O (2.061, -1.859, 1.160)  -0.4954
H (3.806, -0.739, -5.415)  0.2224
C (-1.760, 3.199, -1.871)  -0.1951
H (-1.401, -2.891, 1.360)  0.2336
H (4.764, -1.736, -4.315)  0.2294

---

# 2
C24H30P3Pt | ωB97M-V with the def2-TZVPD basis set

Output
- total energy (a.u.) = -2075.788668
- spin multiplicity = 1
- charge = +1
- frontier orbital gap (eV) = 8.030
- LUMO level (eV) = -2.8
- energy relative to the best compared isomer or geometry (same formula, charge and spin) (kJ/mol) = 9.0
- HOMO level (eV) = -10.84

Each line ends with the natural charge from an NBO analysis.
Positions of all 58 atoms, in Å:
H (-0.234, -4.027, -1.394)  0.2431
H (1.416, 2.021, 3.063)  0.2111
H (2.618, 3.328, 4.782)  0.2243
C (4.550, 2.953, 3.929)  -0.1802
H (4.166, 2.551, -0.944)  0.2227
H (-2.552, -3.420, -0.267)  0.2527
C (2.398, 1.318, -0.881)  -0.3051
H (-2.814, -2.461, 2.140)  0.2534
C (3.592, -1.733, 1.711)  -0.1469
H (-0.518, 0.580, 3.690)  0.2522
H (3.697, 3.304, -3.265)  0.2253
C (0.260, -3.107, -1.074)  -0.9671
P (-1.316, -0.550, 1.725)  1.0209
H (-2.490, 1.544, 1.958)  0.2581
C (4.609, -3.438, 0.358)  -0.1947
H (3.338, -1.344, 2.691)  0.2091
H (0.288, -0.981, 3.462)  0.2529
H (-1.156, -2.928, 1.748)  0.2430
C (4.286, -2.719, -0.784)  -0.1948
H (5.148, 1.084, 1.169)  0.2240
H (3.360, -0.958, -1.582)  0.2315
C (-2.328, -2.387, 0.003)  -0.7386
H (5.078, 3.527, 4.679)  0.2279
C (-2.789, 0.521, 1.734)  -0.9560
H (0.709, -3.253, -0.092)  0.2553
C (4.591, 1.588, 1.951)  -0.2056
C (3.169, 2.842, 3.988)  -0.1944
H (1.688, 2.513, -4.440)  0.2229
H (0.097, 0.982, -3.346)  0.2087
C (3.611, -1.511, -0.685)  -0.2125
H (-2.335, -0.837, -2.760)  0.2555
C (3.263, -1.009, 0.566)  -0.3830
H (1.056, -2.856, -1.773)  0.2638
H (-3.206, -1.785, -0.241)  0.2434
H (-2.095, -2.584, -3.012)  0.2455
H (6.337, 2.417, 2.868)  0.2285
C (-1.613, -1.652, -2.711)  -0.9653
H (4.568, -3.095, -1.759)  0.2238
P (-0.947, -1.750, -1.027)  1.1010
Pt (0.051, 0.019, -0.059)  0.2693
C (1.231, 0.873, -1.517)  -0.3268
H (5.141, -4.377, 0.277)  0.2266
C (0.988, 1.298, -2.816)  -0.2368
C (3.201, 1.477, 2.004)  -0.2967
H (-3.506, 0.189, 2.487)  0.2433
H (-0.795, -1.435, -3.397)  0.2589
C (-1.969, -2.244, 1.487)  -0.7263
C (4.261, -2.943, 1.608)  -0.2226
P (2.318, 0.533, 0.749)  0.9213
C (3.291, 2.193, -1.473)  -0.2212
C (2.495, 2.103, 3.027)  -0.2158
C (3.022, 2.618, -2.770)  -0.2083
H (4.520, -3.494, 2.502)  0.2251
C (-0.670, -0.464, 3.420)  -0.9504
H (-3.265, 0.511, 0.755)  0.2497
H (-1.360, -0.915, 4.135)  0.2462
C (1.884, 2.170, -3.432)  -0.1906
C (5.260, 2.329, 2.911)  -0.2014

---

# 3
C24H31AsBrN4O4S5Tc | ωB97M-V with the def2-TZVPD basis set

Output
- total energy (a.u.) = -8334.144146
- spin multiplicity = 1
- charge = +2
- frontier orbital gap (spin up / spin down) (eV) = 4.930 / 3.784
- LUMO level (spin up / spin down) (eV) = -7.7 / -8.8
- energy relative to the best compared isomer or geometry (same formula, charge and spin) (kJ/mol) = 15.2
- HOMO level (spin up / spin down) (eV) = -12.59 / -12.59

Each line ends with the Mulliken charge.
Positions of all 71 atoms, in Å:
H (-1.104, 3.752, -5.837)  0.4164
C (1.429, 0.891, 4.833)  -0.1715
O (-1.786, -3.138, 3.004)  -0.7091
C (-0.427, 3.071, -3.179)  -0.2737
S (-2.982, -1.163, 0.927)  -0.2889
C (2.646, 0.867, 2.821)  -0.2320
H (0.923, -1.580, -5.474)  0.4565
C (-0.534, -1.957, -3.290)  -1.9276
H (1.258, 1.192, 5.859)  0.4989
C (-0.132, -2.620, 4.864)  -0.1861
N (-0.209, -1.227, 2.485)  0.4747
H (-1.652, -1.525, -5.668)  0.4569
N (2.174, -4.413, 7.739)  -0.4472
H (3.226, 2.051, 4.523)  0.4311
H (-0.159, 5.232, -5.875)  0.4415
H (-1.688, 5.453, -2.521)  0.3546
H (1.815, -0.546, 0.898)  0.4771
H (-0.490, -2.794, -3.987)  0.5433
C (-0.405, 1.853, -3.845)  -0.1746
C (-1.604, 5.224, -3.583)  -1.5752
C (-0.413, -2.370, 6.213)  -0.4385
H (0.147, -2.798, 8.222)  0.3398
As (-2.897, -3.295, 0.594)  0.9732
H (2.514, -4.698, 5.140)  0.3278
C (-0.457, -0.657, -4.092)  2.0299
H (-1.594, 0.231, -5.742)  0.3547
N (0.542, 0.052, 4.310)  -0.3556
N (1.763, 0.017, 2.297)  -0.2711
C (0.918, -3.459, 4.469)  -0.3021
H (2.922, -5.044, 7.492)  0.2029
C (0.861, -0.666, -4.884)  -1.6768
C (-0.630, 1.846, -1.153)  0.2949
C (1.698, -4.048, 5.426)  -0.9113
S (-0.772, -3.362, 0.083)  -0.2831
H (-1.219, -1.706, 6.487)  0.5330
H (-1.467, -2.045, -2.730)  0.2842
S (-4.115, -4.851, 1.371)  -0.0631
C (-0.492, 0.601, -3.227)  -0.6023
C (-1.647, -0.618, -5.063)  -1.6558
H (1.811, 4.605, -3.596)  0.3843
C (0.741, -0.327, 3.066)  0.2625
H (0.934, 0.174, -5.572)  0.3584
C (-0.539, 3.057, -1.778)  -0.1678
C (0.898, 5.168, -3.397)  -1.5789
H (0.846, 5.374, -2.327)  0.3506
C (2.515, 1.356, 4.107)  -0.8527
H (1.999, -1.888, 0.034)  0.2501
H (-1.573, 6.171, -4.122)  0.4541
C (1.425, -3.824, 6.802)  1.1023
H (1.105, -3.652, 3.422)  0.4265
O (1.481, -1.078, 0.111)  -0.4701
S (-4.327, -4.263, -0.718)  -0.1404
Tc (-0.675, -1.140, 0.570)  0.4916
O (-2.111, -1.000, 4.221)  -0.6501
H (-0.556, 3.976, -1.210)  0.5177
C (-0.229, 4.247, -5.415)  -2.0394
C (-0.340, 4.412, -3.900)  1.7587
S (-1.243, -1.984, 3.678)  1.3597
H (-2.593, -0.564, -4.523)  0.3822
C (-0.620, 0.627, -1.843)  0.5137
H (0.973, 6.126, -3.912)  0.4512
H (1.974, -4.287, 8.721)  0.2054
H (1.721, -0.633, -4.215)  0.3874
H (3.477, 1.144, 2.187)  0.4997
H (0.304, -2.060, -2.599)  0.2622
Br (-0.766, 1.721, 0.736)  -0.0843
H (-2.503, 4.689, -3.891)  0.3820
H (-0.318, 1.865, -4.920)  0.4908
C (0.356, -2.972, 7.174)  -0.8461
H (0.664, 3.690, -5.701)  0.4238
O (-0.794, -0.480, -1.098)  -0.2304